1.
Molecular formula: C10H16N2O5S
Method: DFT, ωB97M-V/def2-TZVPD

Geometry as XYZ:
```
34
Properties=species:S:1:pos:R:3:nbo_charge:R:1
H -0.59011 -2.34934 0.09199 0.198
O -2.08020 1.81591 -1.51035 -0.940
H -2.32369 -2.61876 0.44425 0.229
C 0.71924 -0.55033 2.24779 0.663
H -2.36628 -0.75388 -2.69754 0.199
O -1.77950 1.12730 1.76690 -0.724
H -2.59205 0.88191 2.25003 0.481
H 1.50982 0.28040 -0.28339 0.225
H -0.27391 2.66784 0.41750 0.276
O -1.42247 -0.97561 2.20344 -0.532
C -1.18177 -0.03488 1.24695 0.669
H -0.76454 -3.33324 3.48183 0.225
H 1.04993 2.78311 -0.78369 0.267
C -1.63589 -0.57756 -0.17727 -0.123
C -0.29269 -1.36065 2.98672 0.011
H -2.63931 -0.16869 -0.30962 0.219
C 1.03184 1.02910 0.37304 -0.237
C -1.36532 -1.20122 -2.39865 -0.227
S -0.73423 1.35174 -1.63295 2.241
C 0.11082 -2.81768 3.03014 -0.625
H -1.11062 -3.40046 -1.95366 0.218
C -1.81300 -2.56586 -1.76352 -0.409
C -1.62237 -2.13285 -0.24743 -0.387
H -0.38750 -1.06325 4.03351 0.206
H -0.67813 -1.37443 -3.23677 0.234
O -0.06439 1.60022 -2.94496 -0.933
C 0.34326 2.11112 -0.33624 -0.631
N -0.77756 -0.32605 -1.34199 -0.674
H 0.43020 -3.08608 2.00191 0.216
H 0.91599 -3.04641 3.72117 0.243
H 1.82191 1.51644 0.95884 0.239
H -2.85706 -2.81312 -1.96119 0.219
O 1.87251 -0.58789 2.46856 -0.574
N 0.17952 0.42879 1.36920 -0.462
```

For the HOMO-LUMO gap, the calculation gives 10.39 eV. The calculation puts the molar mass at 276.3 g mol⁻¹. For the electronic energy, the calculation gives -34680.349 eV. Its SMILES is C[C@@H]1O[C@]2(O)[C@@H]3CCCN3S(=O)(=O)CCN2C1=O.

***

2.
Molecular formula: C10H16N2PTl
Method: DFT, ωB97M-V/def2-TZVPD

Geometry as XYZ:
```
30
Properties=species:S:1:pos:R:3:lowdin_charge:R:1
H -2.64924 -0.11931 0.03485 -0.015
H 1.86678 0.23862 1.34655 0.165
C 0.24741 -1.29065 -3.01633 -0.285
C 1.32213 0.89619 -2.03913 -0.180
C 0.54013 0.83528 2.88737 -0.297
N 0.91931 0.39797 1.66336 0.061
H -1.49942 1.13535 3.68906 0.113
H 2.51619 1.13809 3.63202 0.080
H -3.16081 1.21037 1.09965 0.091
H 1.32203 0.63170 4.84689 0.089
Tl -0.54326 -0.11315 -1.41991 0.796
H -0.75321 1.49851 -4.76835 0.097
H 2.06558 1.36761 -1.36428 0.015
N -0.16751 0.12744 0.87126 -0.089
C -0.26021 0.93155 -3.95298 -0.206
C 1.47826 1.24113 3.95015 -0.026
H 0.28223 -2.39218 -3.01533 -0.005
H 0.77963 2.69905 -3.21178 0.097
H -0.64837 -0.97787 -4.96853 0.098
H 1.30116 2.28599 4.23050 0.090
H -0.26822 -3.51695 0.60713 -0.153
P 0.52288 -2.95320 -0.42169 0.681
H 0.59837 -4.18564 -1.13826 -0.134
H -3.19241 -0.48975 1.68273 0.090
C -0.25368 -0.51616 -4.04437 -0.306
C -2.63607 0.24269 1.07699 -0.078
H 1.73783 -3.16631 0.28066 -0.154
C -0.85364 0.83853 2.88112 0.013
C -1.26423 0.39996 1.61278 -0.352
C 0.65038 1.60515 -3.03213 -0.296
```

For the HOMO-LUMO gap (alpha / beta), the calculation gives 5.69 / 5.84 eV. The calculation puts the molar mass at 399.6 g mol⁻¹. For the electronic energy, the calculation gives -27583.100 eV. The value obtained for the energy relative to the best compared isomer or geometry (same formula, charge and spin) is 0.708 eV.

***

3.
Molecular formula: C10H16N3O6SZn
Method: DFT, ωB97M-V/def2-TZVPD

Geometry as XYZ:
```
37
Properties=species:S:1:pos:R:3:nbo_charge:R:1
H -4.04493 -1.90166 2.64340 0.240
O 1.15867 2.64659 -1.51299 -1.056
C -1.46598 -2.00075 1.70157 0.739
C 1.73725 -0.61387 -2.40583 -0.231
H 2.85088 1.19516 -0.81402 0.267
O -0.07802 2.12141 0.51234 -1.164
H -2.68110 1.92689 -0.08044 0.251
Zn -0.14781 0.15866 0.07998 1.711
H -5.72339 -0.07378 2.20627 0.205
H 4.48506 0.54592 -0.67394 0.195
C -3.04367 1.10189 0.51885 0.068
C 3.16127 -0.65448 -1.86415 -0.393
O -0.75064 1.14653 -1.56091 -1.165
C -4.33423 1.06294 1.02202 -0.266
H 1.05816 -2.07027 -1.09793 0.375
N 1.76982 0.14510 1.18565 -0.905
H 3.86622 -0.07215 1.41672 0.166
H 1.70729 -1.17292 -3.34994 0.159
C -3.80997 -1.03273 2.04518 -0.234
S -0.18482 2.43189 -0.97618 2.548
O -1.09740 3.53766 -1.20201 -1.026
O -1.77670 -2.99176 2.36528 -0.697
H 1.45313 0.42039 -2.59891 0.249
C 3.42635 0.27660 -0.67031 -0.444
H 1.77166 1.14514 1.36543 0.402
C -2.54027 -0.92541 1.49944 0.109
O -0.35394 -1.73913 1.15142 -0.843
H -5.02305 1.86879 0.80803 0.215
N -2.17525 0.11874 0.75852 -0.536
H -0.12380 -1.29069 -1.92266 0.388
C -4.72127 -0.02033 1.79814 -0.173
C 3.07328 -0.31854 0.69980 -0.209
H 3.42239 -1.68611 -1.59341 0.177
H 3.82231 -0.36946 -2.68646 0.206
H 3.02658 -1.40908 0.63962 0.183
H 1.52259 -0.34319 2.03950 0.388
N 0.76333 -1.16399 -1.44707 -0.898
```

For the HOMO-LUMO gap, the calculation gives 8.38 eV. The calculation puts the molar mass at 371.7 g mol⁻¹. For the electronic energy, the calculation gives -86643.891 eV. The value obtained for the energy relative to the best compared isomer or geometry (same formula, charge and spin) is 0.000 eV. Its net charge is -1.

***

4.
Molecular formula: C10H16N3OS
Method: DFT, ωB97M-V/def2-TZVPD

Geometry as XYZ:
```
31
Properties=species:S:1:pos:R:3:nbo_charge:R:1
C 0.56550 2.89529 0.24240 -0.380
N 2.09027 -1.04009 -0.10550 -0.662
C -0.28328 2.23517 1.03911 -0.031
H 4.20568 -0.97581 -0.59819 0.192
H 3.28237 0.49448 -0.77374 0.187
N -2.30741 2.44042 0.55857 -0.659
C -2.47754 0.38340 -0.88008 -0.519
H 2.30532 -2.17790 -2.03641 0.210
C -1.33180 -0.44103 -0.67115 0.676
H 0.28796 -2.75924 -2.57435 0.245
C 0.21281 -2.17647 -1.61885 -0.107
H -3.04235 0.27839 -1.75970 0.251
H 1.60091 2.54398 0.49114 0.261
H -2.94331 3.15756 1.01533 0.411
H 0.20636 -0.85668 0.36915 0.442
O -0.86008 -1.10954 -1.72062 -0.465
C 1.58695 -1.53423 -1.50117 -0.269
H -3.88512 1.86800 -0.56151 0.205
H -0.07259 -2.94429 -0.91620 0.211
H -1.90122 -1.90762 2.54144 0.227
S -0.32963 1.45932 2.45285 0.477
H 1.52363 -0.62218 -2.01577 0.215
C -1.64436 -0.91307 2.65380 -0.321
H -1.89186 -0.53144 3.59923 0.218
C 3.41783 -0.41544 -0.13263 -0.409
H 3.71740 -0.13657 0.85076 0.215
C -2.87084 1.57367 -0.26630 0.169
H 2.17448 -1.86312 0.52723 0.360
C -1.05450 -0.10393 1.79162 0.015
H 0.40805 3.67898 -0.47250 0.269
N -0.68962 -0.50002 0.47204 -0.635
```

For the HOMO-LUMO gap, the calculation gives 8.32 eV. The calculation puts the molar mass at 226.3 g mol⁻¹. For the electronic energy, the calculation gives -27971.042 eV. The value obtained for the energy relative to the best compared isomer or geometry (same formula, charge and spin) is 4.122 eV. Its net charge is +1.

***

5.
Molecular formula: C10H16N4S2Tl
Method: DFT, ωB97M-V/def2-TZVPD

Geometry as XYZ:
```
33
Properties=species:S:1:pos:R:3:nbo_charge:R:1
H -10.01062 4.74154 12.19950 0.242
S -7.97973 7.04664 7.83813 0.203
S -6.85913 5.39741 7.08964 0.804
H -5.62370 5.46258 5.09737 0.306
H -4.97114 6.36258 8.20784 0.275
N -8.78689 5.84500 10.20599 -0.382
N -11.51029 3.40318 8.30908 -0.538
N -7.41992 7.67478 10.33426 -0.691
H -13.09748 0.53895 7.51975 0.270
H -5.62145 7.08416 5.84636 0.282
C -12.27029 2.51336 7.67496 0.059
C -10.90320 2.98932 9.44450 0.079
H -7.51937 7.73754 11.34338 0.449
H -6.80912 8.35530 9.91246 0.459
C -9.88752 3.80373 11.65314 -0.730
H -4.66900 4.75641 7.53595 0.310
C -8.05340 6.76910 9.63186 0.379
H -11.96947 -0.22710 9.61382 0.268
H -8.79718 5.76626 11.21442 0.430
H -5.60891 4.90874 9.04621 0.275
N -9.54363 4.93532 9.46003 -0.341
C -6.23137 6.20986 5.61310 -0.771
C -10.06487 3.96850 10.16257 0.359
H -10.65461 3.13253 12.04033 0.288
H -10.55104 1.39951 10.83564 0.243
C -11.05525 1.69227 9.93736 -0.176
C -12.47053 1.20062 8.09453 -0.177
H -8.90900 3.37073 11.89824 0.277
H -12.76051 2.86496 6.77903 0.214
H -7.06371 6.51052 4.96756 0.290
C -5.39584 5.36671 8.08347 -0.794
Tl -11.64827 5.93739 7.43316 0.956
C -11.83759 0.78009 9.25315 -0.115
```

For the HOMO-LUMO gap, the calculation gives 7.09 eV. The calculation puts the molar mass at 460.8 g mol⁻¹. For the electronic energy, the calculation gives -42925.801 eV. Its net charge is +3.

***

6.
Molecular formula: C10H16N4Si
Method: DFT, ωB97M-V/def2-TZVPD

Geometry as XYZ:
```
31
Properties=species:S:1:pos:R:3:nbo_charge:R:1
C 1.26020 0.25150 2.34066 -1.119
H 0.49801 -4.24587 -2.33657 0.207
H -2.14216 1.55202 2.52639 0.243
C 0.70502 -2.35814 -1.62394 -0.243
H -3.12354 -2.21991 -1.84736 0.212
H -2.08437 -4.07761 -2.53569 0.214
H -2.42016 1.25987 0.79153 0.243
N 1.96497 1.67374 -0.78042 -0.421
C -0.04285 -3.41220 -2.02603 -0.172
C -1.79551 0.90258 1.65427 -1.091
N 0.95324 -0.16904 -1.02066 -0.308
H 1.76268 -2.45844 -1.75554 0.246
C -1.33904 -0.98805 -1.43216 -0.259
N 2.71632 0.86795 -1.47862 0.000
H 2.26246 0.43037 2.08582 0.237
H 1.00280 -0.72308 2.40152 0.239
C 0.71559 1.03952 -0.43869 -0.134
C 0.07485 -1.18203 -1.33980 0.153
H 1.20035 3.52152 1.65438 0.220
Si 0.10414 1.29411 1.32299 1.628
H -2.01223 -0.16088 1.83395 0.238
H -0.54867 1.92687 -1.26173 -0.151
C 0.25053 3.06433 2.05268 -1.112
H 0.33570 3.13706 3.18104 0.254
H -1.87694 -0.13179 -0.93907 0.248
C -2.04402 -2.11488 -1.85093 -0.183
H -0.56244 3.78801 1.74766 0.248
C -1.44709 -3.33516 -2.10846 -0.236
N 2.14686 -0.24526 -1.64682 -0.051
H 2.29117 2.55346 -0.54371 0.410
H 1.19412 0.55943 3.37333 0.241
```

For the HOMO-LUMO gap, the calculation gives 7.99 eV. The calculation puts the molar mass at 220.4 g mol⁻¹. For the electronic energy, the calculation gives -24463.274 eV. The value obtained for the energy relative to the best compared isomer or geometry (same formula, charge and spin) is 5.223 eV.